a.
Computed, not measured: a cluster of 2 separate species, C4H10O3 in total, with ωB97M-V/def2-TZVPD.

```
17
C4H10O3 ωB97M-V/def2-TZVPD
C -0.4161 0.1163 0.9912
O -0.5253 0.2695 2.3138
C 1.0881 0.5607 0.6008
C 1.5103 -0.2579 -0.6375
C 0.7977 0.3411 -1.8432
O 0.8145 1.5430 -1.7651
H -1.0337 0.8924 0.3764
H -0.5808 -0.9896 0.8624
H -0.3958 1.0984 2.5537
H 1.7261 0.2871 1.3617
H 1.0255 1.6887 0.4110
H 2.5515 -0.2136 -0.9170
H 1.4542 -1.3338 -0.4764
H 0.3908 -0.2758 -2.7119
H -3.2583 -1.7385 -0.8198
H -2.0439 -0.9121 -0.1411
O -3.1048 -1.0760 -0.1590
```

Computed properties:
* frontier orbital gap: 10.54 eV
* total charge: 0
* HOMO: -9.880 eV
* SMILES: O=CCCCO.O
* LUMO level: 0.660 eV

b.
Computed, not measured: a cluster of 2 separate species, C4H10O3 in total, with ωB97M-V/def2-TZVPD.

```
17
C4H10O3 ωB97M-V/def2-TZVPD
C 0.3693 0.9632 -0.5635
C 1.9607 -0.8535 0.3251
C -0.8943 1.7755 -0.3233
C 0.7700 0.0182 0.6027
O 0.1710 0.0261 1.6478
H 1.2198 1.6427 -0.6756
H 0.3276 0.4036 -1.5004
H 1.6286 -1.6953 -0.2807
H 2.3722 -1.2355 1.2563
H 2.7263 -0.3119 -0.2236
H -1.0168 2.5308 -1.0962
H -1.7573 1.1164 -0.3689
H -0.8687 2.2445 0.6577
O -2.0601 -1.3710 0.7030
O -1.4751 -1.9321 -0.4696
H -2.0704 -2.6713 -0.6462
H -1.4027 -0.6504 0.9553
```

Computed properties:
* frontier orbital gap: 10.42 eV
* total charge: 0
* HOMO: -9.579 eV
* SMILES: CCC(C)=O.OO
* LUMO level: 0.842 eV

c.
Computed, not measured: a cluster of 2 separate species, C4H10O3 in total, with ωB97M-V/def2-TZVPD.

```
17
C4H10O3 ωB97M-V/def2-TZVPD
O -2.8384 -2.2393 1.3289
C -2.4819 -1.3248 0.6435
C -1.7610 -0.0609 1.0796
C -0.2238 -0.2525 1.0503
C 0.1932 -1.6565 1.4731
O 0.2984 -0.0593 -0.2780
H -2.2289 -1.5361 -0.4209
H -2.0436 0.2948 2.0734
H -2.0140 0.6789 0.3163
H 0.2961 0.4592 1.6863
H -0.0519 -2.3837 0.7038
H -0.4026 -1.8758 2.3638
H 1.2554 -1.6786 1.7034
H 0.0360 0.8045 -0.5806
H 4.4582 3.1071 -3.9405
H 3.8728 4.2092 -4.9095
O 3.6360 3.5138 -4.2929
```

Computed properties:
* frontier orbital gap: 10.46 eV
* total charge: 0
* HOMO: -9.700 eV
* SMILES: C[C@@H](O)CC=O.O
* LUMO level: 0.760 eV

d.
Computed, not measured: a structure of composition C4H10O3, with ωB97M-V/def2-TZVPD.

```
17
C4H10O3 ωB97M-V/def2-TZVPD
C 2.7948 0.0645 -0.1526
O 1.6254 0.0936 0.6230
C 0.4720 0.0680 -0.1630
C -0.7429 -0.1655 0.7122
O -1.2179 1.0135 1.3547
C -1.8678 -0.8144 0.0570
O -3.0512 -0.2416 0.0943
H 3.6441 0.1096 0.5332
H 2.8391 0.9178 -0.8439
H 2.8582 -0.8637 -0.7440
H -0.7327 0.6895 -1.4863
H 0.5553 -0.6941 -0.9599
H -0.3999 -0.8969 1.4633
H -0.6948 1.7246 0.9489
H -1.8676 -1.8555 -0.2465
H -1.3270 0.2268 -1.7267
H -2.8870 0.6239 0.5363
```

Computed properties:
* frontier orbital gap (alpha / beta): 8.68 / 6.60 eV
* total charge: 0
* HOMO (alpha / beta): -7.755 / -6.731 eV
* LUMO level (alpha / beta): 0.920 / -0.130 eV

Verdict on stability: d comes out at the bottom.

a.
Computed, not measured: a cluster of 3 separate species, C4H10O3 in total, with ωB97M-V/def2-TZVPD.

```
17
C4H10O3 ωB97M-V/def2-TZVPD
C 2.7115 -0.3185 -0.1765
C 1.9063 0.1831 -1.1148
C 0.6439 0.9013 -0.9356
C 0.0337 1.1229 0.2388
O -1.1438 1.7369 0.4352
H 3.7154 -0.6872 -0.3234
H 2.4044 -0.2356 0.8631
H 2.1532 0.0553 -2.1630
H 0.3047 1.3956 -1.8388
H 0.5210 0.8310 1.1680
H -1.7204 1.1439 0.9421
H -1.8898 -1.1706 0.7830
H -2.4211 -0.9638 2.1660
O -2.1794 -0.4677 1.3733
H -0.1597 -1.5808 -0.4320
H -0.7039 -2.8661 -1.0000
O -0.9009 -2.2020 -0.3581
```

Computed properties:
* frontier orbital gap: 8.97 eV
* total charge: 0
* HOMO: -8.308 eV
* SMILES: C=C/C=C/O.O.O
* LUMO level: 0.657 eV

b.
Computed, not measured: a cluster of 2 separate species, C4H10O3 in total, with ωB97M-V/def2-TZVPD.

```
17
C4H10O3 ωB97M-V/def2-TZVPD
C -0.4146 -1.0127 -0.4426
O -1.5349 -0.5992 -1.2287
C 0.8774 -0.7946 -1.1904
C 1.2297 0.6897 -1.3310
C 2.5117 0.8936 -2.1004
O 2.8918 0.1010 -2.9181
H -0.6001 -2.0420 -0.1565
H -0.4210 -0.4664 0.4990
H -1.8004 0.2923 -0.9959
H 0.7347 -1.1785 -2.1778
H 1.7059 -1.3951 -0.8231
H 0.3997 1.2591 -1.7580
H 1.3627 1.0477 -0.3021
H 3.0856 1.8124 -1.8715
H -3.2265 0.3463 6.3632
H -3.8041 0.6697 5.0027
O -2.9977 0.3767 5.4313
```

Computed properties:
* frontier orbital gap: 10.67 eV
* total charge: 0
* HOMO: -9.915 eV
* SMILES: O=CCCCO.O
* LUMO level: 0.754 eV

Verdict on stability: a comes out at the bottom.

a.
Computed, not measured: a structure of composition C4H10O3, with ωB97M-V/def2-TZVPD.

```
17
C4H10O3 ωB97M-V/def2-TZVPD
C -0.2142 0.8155 -0.2155
C 0.0981 -0.4705 -0.8060
C 2.5078 -0.2546 0.2427
C -2.4116 -0.3856 0.8200
O 1.7261 0.0360 -0.8900
O -1.8226 0.0420 -0.3833
O -0.2255 1.9584 -0.9183
H -0.1166 1.7526 -1.8592
H -0.0279 0.9638 0.8423
H 0.1355 -1.3267 -0.1419
H -0.1224 -0.6280 -1.8548
H 1.9382 -0.5896 1.1241
H 3.2282 -1.0501 0.0113
H 3.0600 0.6432 0.5426
H -3.4289 0.0134 0.8988
H -2.4573 -1.4813 0.8740
H -1.8670 -0.0384 1.7129
```

Computed properties:
* frontier orbital gap: 9.87 eV
* total charge: 0
* HOMO: -8.986 eV
* LUMO level: 0.882 eV

b.
Computed, not measured: a cluster of 2 separate species, C4H10O3 in total, with ωB97M-V/def2-TZVPD.

```
17
C4H10O3 ωB97M-V/def2-TZVPD
O -2.8712 0.4939 -0.1273
C -2.0010 -0.2814 0.2796
C -0.5402 -0.2441 -0.2107
C 0.3793 -0.5666 0.9140
C 0.8336 -1.9624 1.1386
O 1.5973 0.2361 0.5142
H -2.1226 -1.1482 0.8723
H -0.2600 0.7397 -0.5640
H -0.3273 -1.0726 -1.0552
H -0.0242 -0.1441 1.8338
H 1.3646 -2.4500 0.2791
H -0.0104 -2.6878 1.4782
H 1.5709 -1.7720 1.9567
H 1.5855 1.1169 0.9678
H 1.5948 1.4752 -1.3658
H 2.2004 2.7419 -2.3374
O 1.5736 1.9610 -2.2362
```

Computed properties:
* frontier orbital gap: 10.48 eV
* total charge: 0
* HOMO: -9.950 eV
* SMILES: C[C@@H](O)CC=O.O
* LUMO level: 0.529 eV

Verdict on stability: a comes out at the bottom.

a.
Computed, not measured: the molecule C3H6O2S, with ωB97M-V/def2-TZVPD.

```
12
C3H6O2S ωB97M-V/def2-TZVPD
C -0.4512 -0.8886 -0.6818
C -0.2572 -0.0396 0.5741
C -0.3089 1.4106 0.2726
O 1.2998 -2.1781 0.9263
O 2.1257 -0.3010 -0.6046
S 1.1017 -0.9873 0.0996
H -1.1165 -1.6578 -0.4631
H -0.4486 -0.3602 -1.6211
H -1.0193 -0.3380 1.2586
H 0.0921 2.1977 0.9062
H -1.3165 1.6861 -0.0203
H 0.2990 1.4562 -0.6466
```

Computed properties:
* frontier orbital gap: 10.97 eV
* total charge: 0
* HOMO: -10.241 eV
* SMILES: C[C@H]1CS1(=O)=O
* LUMO level: 0.728 eV

b.
Computed, not measured: the molecule C3H6O2S, with ωB97M-V/def2-TZVPD.

```
12
C3H6O2S ωB97M-V/def2-TZVPD
C 0.0179 0.0102 0.2168
C -0.7468 -1.2889 -0.0267
C -0.6529 1.2978 -0.0182
O 2.4400 1.2204 0.0208
O 2.4916 -1.1800 0.0554
S 1.7189 0.0299 -0.1891
H -1.3578 -1.3543 -0.8329
H -0.0040 -2.0269 -0.2020
H -1.4272 -1.2949 0.9410
H -1.3363 1.3206 0.7264
H -1.2648 1.2942 -0.8826
H 0.1216 1.9719 0.1911
```

Computed properties:
* frontier orbital gap: 8.28 eV
* total charge: 0
* HOMO: -9.160 eV
* SMILES: CC(C)=S(=O)=O
* LUMO level: -0.877 eV

Verdict on stability: b comes out at the bottom.